(1)
An isolated ion of composition C19H32N3O3 and charge +1. Source: OMol25; level of theory: ωB97M-V with the def2-TZVPD basis set.

The geometry in XYZ format:
```
57
C19H32N3O3 (ωB97M-V with the def2-TZVPD basis set)
C -4.86218 -3.62898 -1.54758
H -4.41204 -4.22668 -0.75918
H -4.31279 -3.80394 -2.46889
H -5.88383 -3.96738 -1.69052
C -4.84642 -2.14852 -1.18127
C -3.40789 -1.67781 -0.98132
N -3.25719 -0.25132 -0.62875
C -3.96282 0.16300 0.59462
H -3.89189 -0.62861 1.34087
H -5.01651 0.33496 0.36619
C -3.29567 1.44880 1.12082
N -2.80289 2.27011 0.03265
C -3.55368 2.12649 -1.18133
H -3.16354 2.80931 -1.93558
H -4.58253 2.43172 -0.96422
C -3.55558 0.67808 -1.73541
H -4.52823 0.44856 -2.17250
H -2.78675 0.54578 -2.49907
C -1.40210 2.58570 0.00021
H -1.21873 3.23415 -0.86112
H -1.16611 3.16463 0.90129
C -0.41255 1.41345 -0.06354
O -0.76152 0.24852 -0.28088
N 0.85522 1.76072 0.13040
C 1.93673 0.84526 0.24204
C 3.07382 1.05452 -0.51155
C 4.16755 0.19226 -0.41612
C 4.07879 -0.88505 0.46011
C 2.94192 -1.08410 1.22573
C 1.85225 -0.22753 1.14214
O 0.71315 -0.31793 1.88366
C 0.60443 -1.36188 2.83573
C -0.75294 -1.23253 3.50875
H -1.54547 -1.33498 2.77158
H -0.86530 -2.00888 4.25920
H -0.84190 -0.26187 3.98927
H 0.68750 -2.33588 2.33635
H 1.40522 -1.27490 3.58104
H 2.92405 -1.92214 1.90299
H 4.89450 -1.57983 0.57355
O 5.22829 0.51547 -1.18846
C 6.36603 -0.33100 -1.22884
C 6.14510 -1.56925 -2.09070
H 5.87094 -1.27206 -3.09959
H 5.35055 -2.19296 -1.68813
H 7.06156 -2.15031 -2.13305
H 7.14610 0.29396 -1.67070
H 6.67725 -0.60556 -0.21442
H 3.13538 1.89122 -1.18905
H 1.09247 2.74143 0.19328
H -2.46344 1.19467 1.77985
H -4.03066 2.01559 1.70663
H -2.18474 -0.07663 -0.42950
H -2.83564 -1.85206 -1.89544
H -2.94557 -2.26269 -0.18235
H -5.42236 -2.00263 -0.26651
H -5.32689 -1.58368 -1.98111
```

Values from the calculation:
HOMO level (eV): -10.3
Relative energy (zero: lowest compared OMol25 entry of this formula, charge and spin) (eV): 0.0423
Charge: +1
LUMO (eV): -1.929
Kohn-Sham gap (eV): 8.37
Molar mass (g/mol): 350.48

Need the natural (NBO) charges? In units of e they are: atom 1 (C): -0.60, atom 2 (H): 0.21, atom 3 (H): 0.21, atom 4 (H): 0.23, atom 5 (C): -0.42, atom 6 (C): -0.21, atom 7 (N): -0.41, atom 8 (C): -0.24, atom 9 (H): 0.23, atom 10 (H): 0.22, atom 11 (C): -0.23, atom 12 (N): -0.44, atom 13 (C): -0.23, atom 14 (H): 0.23, atom 15 (H): 0.21, atom 16 (C): -0.24, atom 17 (H): 0.22, atom 18 (H): 0.22, atom 19 (C): -0.31, atom 20 (H): 0.24, atom 21 (H): 0.23, atom 22 (C): 0.70, atom 23 (O): -0.66, atom 24 (N): -0.57, atom 25 (C): 0.07, atom 26 (C): -0.24, atom 27 (C): 0.31, atom 28 (C): -0.28, atom 29 (C): -0.27, atom 30 (C): 0.34, atom 31 (O): -0.52, atom 32 (C): -0.06, atom 33 (C): -0.62, atom 34 (H): 0.19, atom 35 (H): 0.23, atom 36 (H): 0.22, atom 37 (H): 0.18, atom 38 (H): 0.18, atom 39 (H): 0.23, atom 40 (H): 0.23, atom 41 (O): -0.49, atom 42 (C): -0.07, atom 43 (C): -0.64, atom 44 (H): 0.22, atom 45 (H): 0.21, atom 46 (H): 0.22, atom 47 (H): 0.20, atom 48 (H): 0.17, atom 49 (H): 0.23, atom 50 (H): 0.42, atom 51 (H): 0.22, atom 52 (H): 0.21, atom 53 (H): 0.49, atom 54 (H): 0.22, atom 55 (H): 0.22, atom 56 (H): 0.21, atom 57 (H): 0.21

=====

(2)
One molecule with the formula C19H32N4O2S. Source: OMol25; level of theory: ωB97M-V with the def2-TZVPD basis set.

The geometry in XYZ format:
```
58
C19H32N4O2S (ωB97M-V with the def2-TZVPD basis set)
O -1.02365 -2.22719 0.48579
H -0.72568 -1.64638 1.19343
C 0.08783 -2.60337 -0.29176
C 0.82392 -1.43784 -0.95882
H 1.47788 -1.85752 -1.72374
H 0.09209 -0.78682 -1.43750
C 1.69638 -0.60978 0.00225
N 2.90373 -0.17798 -0.69794
C 2.56630 0.83723 -1.68380
C 1.74217 2.00507 -1.12614
N 0.54860 1.47531 -0.50441
C 0.92165 0.58709 0.57630
H 0.01335 0.25033 1.07968
H 1.54618 1.10628 1.32971
C -0.40736 2.49043 -0.10042
C -1.68273 1.84062 0.30627
C -2.39016 1.94793 1.45599
N -3.48639 1.15550 1.57336
C -3.63976 0.40040 0.53411
N -4.58190 -0.55857 0.42804
C -4.87330 -1.20689 -0.82889
H -3.99052 -1.19630 -1.46754
H -5.14821 -2.24446 -0.61411
C -6.05351 -0.49722 -1.50536
H -6.36343 -1.02415 -2.40878
O -7.17917 -0.47690 -0.65533
C -6.89639 0.17534 0.56402
H -7.81420 0.13002 1.15169
C -5.73647 -0.50414 1.30250
H -5.46827 0.05180 2.19943
H -6.01378 -1.52995 1.56295
H -6.63465 1.22799 0.37538
H -5.75878 0.53169 -1.76513
S -2.43127 0.64943 -0.73056
H -2.15105 2.61006 2.26957
H -0.04135 3.11536 0.73625
H -0.57518 3.14298 -0.96508
H 1.45322 2.66433 -1.94836
H 2.34525 2.59514 -0.41002
H 3.48189 1.22204 -2.13192
H 1.97865 0.35246 -2.46648
C 4.03773 0.18815 0.14189
C 5.33155 0.25572 -0.70475
C 6.43298 -0.44407 0.10716
H 6.64678 -1.42437 -0.31915
C 5.84273 -0.61303 1.50473
H 5.96834 0.30446 2.08272
H 6.29942 -1.43266 2.05782
C 4.36363 -0.84852 1.22410
H 4.22017 -1.84981 0.81593
H 3.75444 -0.73287 2.12018
H 7.36041 0.12705 0.11826
H 5.60158 1.28943 -0.91894
H 5.16784 -0.25856 -1.65059
H 3.88518 1.16299 0.63821
H 2.00490 -1.25488 0.82904
H -0.32455 -3.25702 -1.06480
H 0.79497 -3.19137 0.31358
```

Values from the calculation:
HOMO level (eV): -7.6
Relative energy (zero: lowest compared OMol25 entry of this formula, charge and spin) (eV): 1.5563
LUMO (eV): 0.696
Kohn-Sham gap (eV): 8.26
Molar mass (g/mol): 380.56

Need the natural (NBO) charges? In units of e they are: atom 1 (O): -0.72, atom 2 (H): 0.46, atom 3 (C): -0.05, atom 4 (C): -0.46, atom 5 (H): 0.22, atom 6 (H): 0.23, atom 7 (C): -0.04, atom 8 (N): -0.46, atom 9 (C): -0.22, atom 10 (C): -0.24, atom 11 (N): -0.45, atom 12 (C): -0.25, atom 13 (H): 0.21, atom 14 (H): 0.17, atom 15 (C): -0.24, atom 16 (C): -0.25, atom 17 (C): -0.02, atom 18 (N): -0.54, atom 19 (C): 0.29, atom 20 (N): -0.43, atom 21 (C): -0.24, atom 22 (H): 0.22, atom 23 (H): 0.21, atom 24 (C): -0.08, atom 25 (H): 0.20, atom 26 (O): -0.52, atom 27 (C): -0.08, atom 28 (H): 0.20, atom 29 (C): -0.25, atom 30 (H): 0.25, atom 31 (H): 0.20, atom 32 (H): 0.17, atom 33 (H): 0.17, atom 34 (S): 0.33, atom 35 (H): 0.21, atom 36 (H): 0.18, atom 37 (H): 0.21, atom 38 (H): 0.20, atom 39 (H): 0.16, atom 40 (H): 0.21, atom 41 (H): 0.20, atom 42 (C): -0.04, atom 43 (C): -0.41, atom 44 (C): -0.41, atom 45 (H): 0.20, atom 46 (C): -0.40, atom 47 (H): 0.19, atom 48 (H): 0.21, atom 49 (C): -0.42, atom 50 (H): 0.21, atom 51 (H): 0.21, atom 52 (H): 0.21, atom 53 (H): 0.20, atom 54 (H): 0.22, atom 55 (H): 0.16, atom 56 (H): 0.20, atom 57 (H): 0.18, atom 58 (H): 0.15

=====

(3)
A 2-piece molecular cluster, C19H32N6O9 overall. Source: OMol25; level of theory: ωB97M-V with the def2-TZVPD basis set.

The geometry in XYZ format:
```
66
C19H32N6O9 (ωB97M-V with the def2-TZVPD basis set)
O 5.51085 2.69038 -4.49533
O 4.36159 -1.13967 -2.59615
O 0.30173 4.10605 -4.54953
O 2.36828 -0.55617 1.91986
O -1.30612 -3.58270 3.19486
O -4.85532 1.27181 -0.64048
O -2.10364 1.95932 -0.89453
O 0.46484 0.72104 -1.23566
O -2.14160 -1.06734 -2.99909
C 4.62776 1.95177 -4.09745
C 4.02379 -0.08242 -3.08677
C 1.17426 3.30334 -4.25834
C 1.78400 -1.46941 1.35319
C -0.64799 -2.71212 3.75463
C 3.22094 2.35577 -4.09449
C 2.28897 1.47386 -3.61789
N 4.97009 0.70463 -3.66752
N 2.51373 3.49870 -4.46858
N 2.69358 0.24485 -3.12327
N -0.39991 -2.73752 5.07044
N 1.01753 2.04228 -3.71341
N 0.62338 -1.97050 1.77794
C 2.37811 -2.10031 0.11659
C -0.87752 -3.78113 5.97741
C 0.00852 1.71303 2.98367
C -3.82956 0.28602 -0.79741
C -0.28696 1.41416 -3.45644
C -2.67742 0.86694 -1.62668
C -0.25245 0.29092 -2.39421
C -1.63646 -0.22875 -1.94964
C -2.24255 -0.26781 3.71193
C -0.74178 0.80435 1.99969
C -1.25641 -0.53980 2.56037
C -0.11500 -1.50889 2.96532
H -5.59786 0.92403 -0.11432
H -2.81745 2.58992 -0.66912
H -0.05492 1.42825 -0.79543
H -2.96311 -1.51857 -2.73881
H 5.94098 0.50710 -3.48187
H 2.89452 4.31365 -4.94205
H 2.12856 -0.16845 -2.38536
H 0.16084 -1.99408 5.45681
H 0.23948 -2.75838 1.27953
H 1.67691 -2.01466 -0.71020
H 3.30332 -1.58280 -0.13465
H 2.59645 -3.14775 0.31308
H -1.93142 -3.99069 5.78039
H -0.76584 -3.46164 7.01461
H -0.30598 -4.69764 5.81941
H 0.34509 2.60721 2.45865
H 0.88044 1.20260 3.38990
H -0.64719 2.01773 3.79889
H -3.45959 -0.02979 0.18358
H -4.24748 -0.59101 -1.30126
H -0.97768 2.19893 -3.13744
H -0.67897 0.99726 -4.38968
H -3.08201 1.24975 -2.57046
H 0.27878 -0.56257 -2.82597
H -1.47616 -0.83700 -1.05195
H -2.96395 0.49293 3.41226
H -1.71021 0.07540 4.59911
H -2.79671 -1.17462 3.95691
H -0.08123 0.60230 1.16421
H -1.59349 1.36364 1.61363
H -1.82779 -1.02113 1.76466
H 0.57240 -0.97459 3.61993
```

Values from the calculation:
HOMO level (eV): -8.1
LUMO (eV): 0.143
Kohn-Sham gap (eV): 8.22
Molar mass (g/mol): 488.50

Need the natural (NBO) charges? In units of e they are: atom 1 (O): -0.61, atom 2 (O): -0.63, atom 3 (O): -0.64, atom 4 (O): -0.65, atom 5 (O): -0.65, atom 6 (O): -0.74, atom 7 (O): -0.75, atom 8 (O): -0.75, atom 9 (O): -0.72, atom 10 (C): 0.63, atom 11 (C): 0.78, atom 12 (C): 0.76, atom 13 (C): 0.68, atom 14 (C): 0.68, atom 15 (C): -0.07, atom 16 (C): 0.38, atom 17 (N): -0.61, atom 18 (N): -0.57, atom 19 (N): -0.61, atom 20 (N): -0.60, atom 21 (N): -0.40, atom 22 (N): -0.62, atom 23 (C): -0.71, atom 24 (C): -0.42, atom 25 (C): -0.62, atom 26 (C): -0.08, atom 27 (C): -0.24, atom 28 (C): 0.05, atom 29 (C): 0.07, atom 30 (C): 0.08, atom 31 (C): -0.62, atom 32 (C): -0.40, atom 33 (C): -0.19, atom 34 (C): -0.13, atom 35 (H): 0.48, atom 36 (H): 0.50, atom 37 (H): 0.51, atom 38 (H): 0.48, atom 39 (H): 0.45, atom 40 (H): 0.44, atom 41 (H): 0.45, atom 42 (H): 0.40, atom 43 (H): 0.41, atom 44 (H): 0.21, atom 45 (H): 0.26, atom 46 (H): 0.23, atom 47 (H): 0.22, atom 48 (H): 0.21, atom 49 (H): 0.21, atom 50 (H): 0.22, atom 51 (H): 0.22, atom 52 (H): 0.19, atom 53 (H): 0.18, atom 54 (H): 0.16, atom 55 (H): 0.24, atom 56 (H): 0.22, atom 57 (H): 0.19, atom 58 (H): 0.19, atom 59 (H): 0.18, atom 60 (H): 0.21, atom 61 (H): 0.20, atom 62 (H): 0.22, atom 63 (H): 0.21, atom 64 (H): 0.20, atom 65 (H): 0.20, atom 66 (H): 0.22

=====

DFT total energy across the listed records, respectively: -1132.96214 -1510.85037 -1749.00847 hartree.